Entry 1:
Computed, not measured: a single C22H23NO4S molecule at a distorted geometry, with ωB97M-V with the def2-TZVPD basis set.

The largest force on an atom is 1.29 eV/A. As for the lowest unoccupied orbital energy: 0.017 Ha. For the HOMO energy, the calculation gives -8.7818 eV. For the HOMO-LUMO gap, the calculation gives 9.240 eV. As for the SMILES: Cc1ccccc1CS(=O)(=O)Cc1ccc(C(=O)NCCc2ccccc2)o1.

Geometry as ORCA input:
```
! wB97M-V def2-TZVPD RIJCOSX def2/J DEFGRID3
* xyz 0 1
S -2.777 0.823 -1.281
O -3.870 0.672 -2.206
O 2.640 2.291 1.809
O -0.178 2.509 -0.356
O -1.537 0.188 -1.621
N 2.486 2.114 -0.449
C 3.873 0.543 -1.719
C 3.118 -0.665 -1.235
C -1.455 -0.351 1.885
C 1.064 -1.902 -1.009
C 1.755 -0.795 -1.467
C -3.461 -2.450 -0.549
C -1.449 2.857 -0.078
C -2.413 -0.719 0.948
C -0.651 -2.598 1.986
C 0.545 2.661 0.778
C 1.731 -2.898 -0.318
C 3.087 -2.772 -0.070
C -0.259 3.121 1.787
C -2.460 2.651 -1.121
C -1.551 3.246 1.233
C 1.985 2.330 0.785
C 3.838 1.675 -0.687
C -2.470 -2.041 0.496
C -1.590 -2.967 1.039
C 3.774 -1.660 -0.522
C -0.573 -1.281 2.401
C -3.340 0.302 0.396
H -4.351 -0.065 0.242
H 1.198 -3.772 0.024
H -1.639 -3.994 0.706
H 0.049 3.337 2.789
H -3.351 1.209 0.993
H -2.434 3.596 1.730
H 4.442 2.519 -1.047
H 0.004 -1.971 -1.197
H -4.479 -2.392 -0.161
H 3.437 0.904 -2.654
H 1.851 2.112 -1.232
H -3.393 -1.794 -1.416
H -1.406 0.674 2.222
H -3.277 -3.472 -0.869
H 3.613 -3.544 0.473
H 4.241 1.344 0.273
H 0.170 -0.977 3.123
H -3.412 3.115 -0.890
H 1.211 -0.042 -2.016
H 4.916 0.282 -1.907
H 4.834 -1.566 -0.328
H 0.024 -3.334 2.394
H -2.112 2.946 -2.108
*
```

---

Entry 2:
Computed, not measured: a single C22H23NO5S molecule at a distorted geometry, with ωB97M-V with the def2-TZVPD basis set.

The largest force on an atom is 1.02 eV/A. As for the lowest unoccupied orbital energy: 0.021 Ha. For the HOMO energy, the calculation gives -8.1523 eV. For the HOMO-LUMO gap, the calculation gives 8.737 eV. As for the SMILES: COc1ccccc1N(C[C@H](O)COc1ccccc1)S(=O)(=O)c1ccccc1.

Geometry as ORCA input:
```
! wB97M-V def2-TZVPD RIJCOSX def2/J DEFGRID3
* xyz 0 1
S -0.562 -1.484 -0.317
O 1.248 2.389 -0.125
O -1.436 -1.883 0.743
O 1.801 -0.151 -2.102
O 0.347 -0.255 1.836
O 0.812 -1.913 -0.286
N -0.669 0.183 -0.520
C -2.761 2.451 1.543
C 2.075 1.917 0.854
C 2.635 2.050 3.190
C 3.855 0.584 1.747
C -1.247 1.221 2.944
C -2.243 1.820 0.423
C -0.697 0.611 1.827
C -2.655 -2.119 -1.954
C 3.643 1.115 3.006
C -2.272 2.143 2.797
C -0.476 0.759 -1.826
C -2.440 -3.112 -4.126
C 1.858 2.452 2.124
C 3.081 0.978 0.669
C -1.276 -2.110 -1.844
C 0.671 -0.915 3.036
C -0.469 -2.600 -2.854
C 1.598 2.228 -1.478
C 1.005 0.993 -2.204
C -1.213 0.904 0.552
C -1.059 -3.103 -4.003
C -3.239 -2.623 -3.104
H -0.866 0.995 3.927
H 2.458 2.472 4.169
H 3.257 0.533 -0.297
H -0.209 -1.408 3.459
H -4.314 -2.637 -3.202
H 1.067 3.176 2.247
H -3.559 3.169 1.430
H 0.601 -2.578 -2.728
H 4.252 0.801 3.840
H -0.985 1.723 -1.867
H 1.410 -1.664 2.758
H 1.022 1.251 -3.274
H 1.579 -0.666 -1.300
H -2.685 2.621 3.673
H 1.107 -0.224 3.765
H -3.243 -1.742 -1.133
H -2.896 -3.506 -5.022
H 2.686 2.216 -1.608
H -0.441 -3.488 -4.799
H 1.199 3.122 -1.973
H -2.653 2.039 -0.552
H -0.919 0.097 -2.578
H 4.631 -0.152 1.596
*
```

---

Entry 3:
Computed, not measured: 2 unconnected molecules or ions with the total composition C22H23NO6S at a distorted geometry, with ωB97M-V with the def2-TZVPD basis set.

The largest force on an atom is 9.53 eV/A. As for the lowest unoccupied orbital energy: -0.075 Ha. For the HOMO energy, the calculation gives -8.8229 eV. For the HOMO-LUMO gap, the calculation gives 6.778 eV. As for the SMILES: CCCCOc1c(S)cc2c(c1O)C(=O)C=C(CCOC=O)C2=O.c1ccncc1.

Geometry as ORCA input:
```
! wB97M-V def2-TZVPD RIJCOSX def2/J DEFGRID3
* xyz 0 1
S 1.632 -2.160 -3.921
O -4.481 -1.713 -2.249
O 2.736 -0.007 -1.677
O -6.346 3.704 -1.216
O -5.269 5.709 -2.216
O 0.740 1.607 0.366
O -2.032 1.634 1.623
N 2.283 -2.220 2.290
C 5.009 -0.365 -0.474
C -1.417 0.443 -0.677
C 0.959 -2.012 2.453
C 0.555 -1.205 -2.714
C 2.121 -4.008 3.904
C -6.075 1.135 -1.695
C 0.759 -3.768 4.052
C -3.930 1.604 -0.164
C -1.105 -1.405 -2.765
C 3.358 -0.125 -0.349
C 5.890 0.711 0.394
C -2.119 -0.578 -1.777
C 0.162 -2.750 3.314
C 5.401 0.921 1.945
C -6.017 2.708 -2.250
C -5.327 4.803 -1.204
C -2.415 1.275 0.375
C 1.274 -0.156 -1.628
C -3.765 -0.668 -1.779
C 2.834 -3.214 3.020
C -4.554 0.683 -1.187
C 0.243 0.643 -0.628
H 4.260 1.142 2.085
H 1.391 -3.542 -3.858
H -6.796 1.147 -0.768
H 5.683 0.031 2.653
H 5.340 -1.442 -0.158
H 7.016 0.319 0.452
H 2.864 -0.911 0.363
H 5.329 -0.210 -1.614
H -6.403 0.385 -2.542
H 2.615 -4.794 4.463
H -0.896 -2.538 3.407
H -4.596 4.908 -0.274
H 5.969 1.766 -0.154
H 0.539 -1.209 1.853
H 5.980 1.872 2.376
H 3.257 0.950 0.158
H 0.945 2.443 -0.175
H -1.523 -2.162 -3.563
H -6.737 2.892 -3.160
H 3.900 -3.360 2.872
H 0.167 -4.369 4.736
H -4.518 2.540 0.249
H -4.891 2.919 -2.565
*
```